# 1
{"formula": "C15H44B2N2NaOSn", "method": "ωB97M-V/def2-TZVPD", "symbols": ["C", "H", "C", "H", "C", "H", "H", "C", "H", "H", "C", "H", "C", "Na", "C", "C", "H", "H", "H", "H", "H", "H", "H", "H", "H", "H", "N", "H", "H", "N", "H", "C", "H", "H", "H", "H", "C", "H", "H", "H", "C", "H", "H", "H", "H", "C", "B", "B", "H", "H", "H", "H", "H", "H", "Sn", "H", "H", "C", "H", "H", "C", "C", "O", "H", "H", "H"], "coordinates": [[5.050, 1.137, -1.098], [-1.483, -0.737, -0.325], [3.651, 0.283, -3.446], [5.707, 1.840, -0.585], [-1.578, 1.757, 1.906], [-2.585, 2.103, 4.428], [1.613, -2.489, 1.289], [-1.335, -4.501, -0.748], [4.253, -0.423, -2.874], [1.738, -0.830, 1.993], [2.759, -0.564, -4.328], [-2.542, -1.587, -1.975], [-2.533, -2.641, -2.252], [2.165, -0.990, -0.596], [3.737, 1.789, -1.502], [-2.296, 1.084, 4.170], [-0.442, -4.217, -1.305], [2.131, -0.063, -5.064], [0.152, -0.211, 0.181], [-4.018, 0.052, 5.141], [-1.318, 1.052, 4.651], [-1.564, -2.863, -2.699], [3.104, 1.863, -0.618], [4.930, 0.253, -0.473], [3.152, -1.762, 1.646], [-0.079, 2.202, 3.432], [2.852, 0.931, -2.403], [-0.192, -0.377, -1.479], [-5.272, 0.680, 0.833], [-2.412, 0.871, 2.713], [-1.981, 2.768, 1.965], [1.929, 1.862, -3.121], [4.251, 0.994, -4.014], [-4.115, 1.885, 0.375], [-1.166, -4.382, 0.322], [5.685, 0.848, -1.936], [-2.945, -0.017, 4.960], [0.149, 2.919, 2.027], [0.514, 1.060, 2.298], [-3.659, 0.093, 0.749], [-2.485, -3.481, -1.014], [-1.649, -5.539, -0.860], [2.112, -2.261, 2.968], [-4.226, 2.018, 2.862], [-1.478, 1.492, 0.853], [-4.237, 0.988, 0.981], [2.127, -1.835, 1.977], [-0.422, -0.803, -0.515], [0.179, 2.016, -1.998], [-3.332, -3.082, -2.849], [2.502, 2.583, -3.703], [3.227, -1.423, -4.808], [-2.445, -0.078, 5.927], [-2.747, -0.972, 4.473], [-1.314, -1.986, 2.223], [0.463, 3.583, -2.673], [-4.455, 0.358, 2.844], [0.974, 2.715, -2.258], [-0.121, -1.828, -0.362], [1.321, 1.403, -3.901], [-3.840, 1.124, 2.372], [-0.140, 1.928, 2.379], [-3.300, -3.316, -0.114], [1.500, 2.978, -1.340], [1.937, -1.053, -3.804], [3.844, 2.800, -1.897]], "total_energy_ev": -32871.7063, "multiplicity": 2, "charge": 2, "homo_energy_ev": [-14.637, -14.637], "s2": 0.75, "orbital_gap_ev": [6.964, 3.748]}


# 2
{"formula": "C15H44IN13O6PS", "method": "ωB97M-V/def2-TZVPD", "symbols": ["H", "H", "C", "O", "H", "H", "H", "S", "N", "H", "N", "H", "I", "C", "H", "N", "C", "O", "O", "H", "H", "H", "C", "H", "N", "H", "C", "O", "C", "N", "H", "H", "H", "H", "H", "H", "H", "O", "H", "H", "C", "H", "N", "N", "C", "H", "H", "C", "H", "H", "N", "H", "H", "H", "H", "H", "H", "O", "C", "H", "H", "H", "N", "H", "C", "H", "N", "N", "P", "N", "N", "H", "C", "C", "H", "C", "C", "H", "H", "H", "H"], "coordinates": [[-0.609, -10.561, 0.681], [-1.970, -0.748, -1.899], [0.156, -0.970, -1.628], [-4.781, 3.226, -3.072], [0.015, -1.745, -2.475], [0.821, 0.229, -3.394], [-2.651, 5.544, -3.503], [-3.794, 0.005, 1.138], [-6.504, 4.621, 0.225], [-0.859, -8.290, 0.229], [-3.174, 4.702, -3.663], [-3.120, 2.642, 0.444], [0.728, 3.148, -4.345], [0.654, -4.046, 2.897], [2.440, -3.111, 3.010], [1.964, -3.974, 3.222], [2.586, -0.247, -2.115], [-4.957, 3.951, 1.734], [1.083, -8.780, 2.693], [2.021, 0.510, 5.204], [-1.031, 2.863, -1.661], [0.412, -11.057, 1.991], [1.743, 3.778, 0.096], [5.342, -0.318, -1.337], [4.974, 1.796, -1.346], [-0.921, -5.311, 2.975], [-1.352, 0.807, -0.636], [0.055, -3.117, 2.366], [3.377, -0.645, 4.246], [-6.062, 2.400, 0.518], [-6.740, 2.152, -0.181], [3.223, 0.340, -2.861], [5.196, 0.476, 0.324], [5.056, 1.694, -2.375], [-5.154, 4.738, -1.153], [1.504, 0.028, 3.620], [3.981, -1.577, 0.091], [3.079, -1.182, 0.163], [-1.482, -1.230, -0.390], [0.778, -1.499, -0.828], [-4.166, 4.261, -2.854], [-4.011, 1.319, -1.302], [2.199, 0.013, 4.345], [0.783, 1.572, -1.666], [1.521, 2.661, -2.354], [0.430, 4.561, -1.651], [2.476, -4.722, 3.655], [4.743, 0.443, -0.723], [4.432, -1.800, 2.962], [-0.016, -7.136, 1.213], [-0.239, -8.095, 0.994], [5.891, 2.100, -0.969], [2.639, 2.479, -2.490], [1.286, 2.828, 0.535], [-5.551, 1.667, 0.986], [2.722, -1.361, -2.337], [2.637, 0.853, -0.068], [4.205, -0.652, 5.142], [-0.695, 1.780, -1.766], [-3.929, 5.897, -1.582], [2.896, -1.305, 2.321], [2.872, 3.733, 0.254], [-4.422, 5.045, -1.783], [-1.067, 1.343, -2.775], [-5.787, 3.674, 0.882], [0.530, -5.994, 3.636], [3.565, -1.298, 3.072], [-1.230, -0.583, -1.180], [-3.112, 1.323, -0.166], [0.056, -5.220, 3.202], [0.006, -10.320, 1.437], [-0.689, 0.966, 0.298], [0.332, -9.049, 1.767], [3.185, 0.042, -0.653], [-6.329, 5.583, 0.470], [1.417, 4.021, -1.458], [1.036, 0.224, -2.253], [-2.955, 4.135, -4.467], [1.256, 4.657, 0.668], [2.253, 4.706, -1.864], [-7.191, 4.413, -0.478]], "total_energy_ev": -76146.7772, "charge": 1, "homo_energy_ev": -11.631, "orbital_gap_ev": 8.890}


# 3
{"formula": "C15H44N6O7", "method": "ωB97M-V/def2-TZVPD", "symbols": ["H", "N", "H", "C", "H", "H", "O", "N", "H", "H", "C", "H", "H", "H", "H", "H", "H", "H", "H", "H", "C", "H", "H", "H", "C", "O", "H", "C", "C", "H", "O", "H", "O", "H", "H", "H", "H", "H", "O", "H", "H", "C", "C", "C", "N", "C", "N", "H", "N", "H", "C", "O", "H", "H", "O", "H", "H", "N", "H", "C", "C", "H", "H", "H", "C", "H", "H", "H", "H", "C", "H", "H"], "coordinates": [[0.044, 4.948, 1.385], [2.319, 0.385, 4.374], [1.162, -3.433, 0.229], [1.055, 4.543, 1.336], [-0.352, -3.294, -5.918], [-4.316, -1.777, -3.178], [3.028, 2.204, 3.439], [-0.890, 3.885, -2.138], [-1.603, -3.871, -4.805], [-4.834, -0.993, -0.303], [1.783, -4.267, 0.555], [0.007, -4.415, -4.574], [-2.925, 2.972, -1.971], [-0.018, 4.392, -2.088], [-0.658, -0.720, -5.711], [2.627, -5.175, 2.183], [1.400, 1.366, 1.820], [0.866, -4.243, 3.891], [-0.196, 0.241, -0.674], [-6.031, -1.694, -1.492], [1.707, 6.744, 2.423], [-2.737, -3.501, -2.369], [0.185, -3.314, 2.635], [3.064, 5.050, 2.131], [0.791, -4.204, 2.804], [1.283, -1.173, 1.676], [2.278, 7.288, 3.175], [-3.976, -1.698, -2.146], [2.112, -4.228, 2.019], [2.229, -0.171, 5.212], [-0.415, -2.228, -2.740], [0.423, -2.446, -2.326], [-2.891, -0.723, -2.039], [2.003, 7.243, 1.500], [3.379, 1.063, 6.279], [1.291, 4.914, 0.338], [1.677, 3.862, 3.528], [0.131, -1.524, -0.403], [1.746, 4.814, 3.622], [0.223, -5.086, 2.511], [0.758, -1.973, -4.373], [2.011, 5.254, 2.321], [-5.102, -1.142, -1.349], [2.957, 1.497, 4.393], [3.545, 1.722, 5.532], [0.781, -0.283, 0.938], [0.842, 0.963, 1.081], [-0.982, -0.098, -4.110], [0.076, -0.557, -0.117], [-2.953, -3.122, -0.698], [-0.997, 2.634, -1.897], [-0.116, 1.810, -1.619], [-5.386, -0.149, -1.698], [-4.166, -3.853, -1.550], [2.933, -3.147, 2.281], [3.939, 2.630, 5.734], [-2.461, 1.309, -2.177], [-2.198, 2.278, -2.070], [1.104, 3.458, 1.422], [-0.567, -3.540, -4.878], [-1.062, -0.988, -4.735], [0.655, 6.954, 2.615], [0.619, 1.531, 0.276], [-2.033, -1.110, -2.229], [-0.281, -2.210, -4.143], [2.534, -2.389, 1.847], [-1.742, 4.395, -2.324], [2.035, -0.012, 3.490], [1.179, -5.149, 0.339], [-3.440, -3.048, -1.670], [-2.140, -1.144, -4.769], [2.690, -4.258, -0.050]], "total_energy_ev": -39542.4407, "multiplicity": 2, "charge": -1, "homo_energy_ev": [0.583, -6.595], "s2": 0.75, "orbital_gap_ev": [1.940, 9.040]}